Below is a structure of composition C49H45As2GeN3O8Ti, with properties calculated with ωB97M-V/def2-TZVPD.

As for the total charge: +1. Its multiplicity is 2. The relative energy (zero: lowest compared OMol25 entry of this formula, charge and spin) is 0.00 kcal per mole. The value obtained for the electronic energy is -10058.24594 Ha.

```
109
Properties=species:S:1:pos:R:3:forces:R:3:lowdin_charge:R:1
As 0.760 2.558 0.454 -0.5122 0.3886 0.2613 1.31
As -1.580 4.564 2.639 0.0939 0.0214 0.1348 1.36
Ge 1.519 0.877 3.187 -0.1148 0.6827 0.1115 1.05
Ti -0.589 0.296 0.375 0.3242 -0.4762 -0.1677 0.92
O -2.746 1.620 3.187 -0.0857 0.1985 -0.0438 -0.06
O 1.525 4.126 4.208 -0.0438 -0.1047 0.0174 0.07
O -0.541 7.098 0.238 -0.0080 0.0226 0.0679 0.15
O -2.695 6.622 0.167 -0.0275 -0.0242 0.0252 -0.01
O 2.570 4.237 2.235 -0.0912 0.0730 0.0325 -0.13
O 0.247 3.475 -2.256 -0.0415 -0.0129 0.0095 0.08
O -1.018 0.691 2.193 -0.6421 -0.2021 -0.4952 -0.25
O -1.306 5.072 -1.982 0.0117 -0.0482 0.0015 -0.05
N -2.202 1.011 -0.819 0.3684 -0.0251 -0.0118 0.02
N 0.097 -0.241 -1.461 -0.3247 -0.1460 0.3131 -0.08
N -1.107 -1.814 0.311 0.0933 0.0091 0.1016 0.02
C 4.758 0.299 5.745 0.0438 0.0500 -0.0058 -0.07
C -3.184 2.326 4.364 0.0380 -0.0868 0.0059 -0.05
C 0.386 0.010 4.552 0.0005 -0.1605 0.0014 -0.21
C -1.875 0.949 -2.151 -0.1951 -0.0628 -0.1157 -0.15
C -1.332 5.273 -3.405 -0.0117 0.0005 0.0062 0.00
C 0.934 -4.402 -1.350 -0.0018 -0.0025 0.0223 -0.02
C 3.450 5.259 2.736 0.0255 -0.0118 -0.0024 -0.01
C -1.046 4.885 0.765 0.0320 0.0393 0.0920 -0.27
C -0.399 0.142 -3.857 0.0324 0.0584 -0.0157 0.01
C -1.649 -3.919 1.294 -0.0107 0.0284 -0.0191 -0.02
C 5.752 1.181 5.350 -0.0297 -0.0396 -0.0034 -0.08
C 0.443 -1.609 -1.492 -0.0311 -0.1312 0.0069 -0.23
C -0.721 -2.054 5.243 -0.0217 0.0243 0.0289 -0.07
C -1.273 0.663 -4.835 -0.0037 -0.0097 0.0042 -0.05
C 2.457 3.128 -0.288 0.0231 -0.1998 -0.1717 -0.21
C 1.355 -2.218 -2.314 0.0466 0.0969 -0.0528 0.01
C -0.012 -3.822 -0.471 0.0736 -0.0079 -0.0865 -0.14
C -0.665 0.278 -2.518 -0.1290 0.0229 0.0347 -0.22
C 1.636 3.753 3.069 0.1131 0.3082 -0.0644 -0.60
C -0.236 -2.437 -0.542 -0.0634 -0.0436 0.0375 -0.15
C 0.027 0.588 5.811 0.0351 0.0479 -0.0640 -0.17
C -1.055 0.395 8.002 0.0112 0.0126 -0.0003 -0.03
C -0.414 4.037 -0.052 0.1389 0.1182 0.0207 -0.25
C -1.492 1.789 2.766 0.7121 -0.1359 0.0938 -0.56
C -3.951 2.063 -2.681 -0.0034 0.0218 -0.0217 0.02
C 4.301 2.019 3.621 -0.0568 -0.1194 -0.1819 -0.09
C -0.428 4.174 -1.533 0.0337 0.0693 -0.0302 -0.52
C 1.596 -3.609 -2.240 -0.0134 0.0012 -0.0432 -0.05
C -1.412 6.278 0.323 -0.1274 -0.0396 -0.1066 -0.56
C 5.521 2.036 4.283 -0.0026 0.0327 -0.0130 -0.07
C -4.248 2.110 -1.348 0.0325 -0.0402 0.0436 -0.03
C 3.277 1.157 4.015 0.0252 -0.3411 0.2157 -0.25
C -3.697 5.602 0.084 0.0163 -0.0011 -0.0608 -0.06
C 0.363 1.919 6.157 0.0172 0.0304 0.0542 -0.04
C -0.670 2.872 2.872 -0.2315 0.3082 -0.3587 -0.39
C -0.755 -4.557 0.480 -0.0066 -0.0101 0.0162 0.02
C 0.001 -1.285 4.306 0.0390 -0.0413 -0.0076 -0.11
C -3.338 1.554 -0.436 -0.0030 0.0890 0.0347 -0.08
C -0.700 -0.182 6.757 -0.0366 0.0165 -0.0245 -0.16
C -0.717 1.682 8.300 -0.0116 -0.0111 0.0212 -0.07
C 0.770 2.706 2.429 0.2653 -0.6130 0.4831 -0.45
C -1.064 -1.513 6.446 0.0053 0.0015 -0.0120 -0.02
C -0.542 6.015 3.448 0.0111 -0.0089 -0.0010 -0.26
C 1.787 -0.425 1.715 0.1139 0.1486 -0.0778 -0.19
C -2.424 1.313 -4.493 0.0273 0.0236 -0.0007 -0.03
C 3.538 0.290 5.084 -0.0237 0.1048 0.0644 -0.10
C -2.756 1.455 -3.125 0.0826 0.1130 -0.0590 -0.15
C -1.785 -2.525 1.187 0.0415 -0.0294 0.0534 -0.09
C 0.000 2.453 7.360 0.0026 0.0012 -0.0363 -0.06
H -2.249 5.817 -3.607 0.0082 0.0161 0.0031 0.10
H 6.705 1.195 5.862 -0.0050 0.0122 0.0059 0.11
H 2.411 2.956 -1.359 0.0146 -0.0470 0.0178 0.03
H -3.357 4.778 -0.543 -0.0005 0.0027 0.0044 0.07
H 4.460 4.988 2.432 -0.0275 0.0212 -0.0118 0.09
H 0.409 6.188 2.953 -0.0034 -0.0033 0.0041 0.03
H -4.558 6.078 -0.379 -0.0053 -0.0012 0.0005 0.10
H 3.165 6.202 2.274 0.0065 0.0200 0.0314 0.10
H -2.237 -4.456 2.024 0.0082 -0.0031 0.0051 0.11
H -5.164 2.551 -0.982 -0.0050 -0.0019 -0.0089 0.12
H 0.247 -1.770 3.371 0.0200 0.0160 0.0021 0.07
H 2.782 -0.842 1.878 -0.0370 -0.1266 -0.0465 0.06
H -0.604 -5.627 0.556 -0.0095 -0.0029 -0.0123 0.13
H 1.830 -0.010 0.698 0.0446 0.0602 0.0357 0.00
H -0.372 5.780 4.496 -0.0227 0.0028 0.0101 0.03
H 3.257 2.540 0.160 -0.0135 0.0187 0.0427 0.04
H -1.598 -0.212 8.717 -0.0140 0.0055 -0.0066 0.11
H 6.296 2.718 3.959 0.0011 -0.0041 -0.0058 0.11
H -1.615 -2.090 7.178 0.0059 -0.0036 0.0029 0.12
H 3.384 5.325 3.817 0.0015 -0.0053 0.0145 0.10
H -1.319 4.316 -3.921 -0.0139 0.0005 -0.0039 0.09
H 2.324 -4.045 -2.911 0.0037 -0.0003 0.0067 0.11
H -1.017 0.536 -5.879 -0.0002 0.0085 0.0000 0.11
H -2.441 -1.976 1.853 0.0051 0.0033 -0.0019 0.13
H -3.095 1.704 -5.246 0.0011 -0.0041 -0.0027 0.12
H -3.540 1.557 0.631 0.0081 0.0290 -0.0013 0.12
H 0.908 2.534 5.457 0.0462 0.0227 -0.0657 0.08
H -3.862 1.650 4.879 -0.0111 0.0065 0.0014 0.10
H 2.772 -0.396 5.427 -0.0037 0.0008 -0.0136 0.10
H -1.156 6.911 3.365 0.0058 0.0026 -0.0079 0.03
H -0.989 -3.075 5.003 0.0011 0.0011 -0.0038 0.10
H 1.124 -5.466 -1.300 -0.0089 -0.0005 -0.0106 0.12
H 1.913 -1.624 -3.025 0.0126 0.0058 0.0178 0.11
H 1.084 -1.258 1.740 0.0085 -0.0145 0.0003 0.00
H 0.269 3.476 7.592 0.0104 -0.0111 0.0169 0.11
H -3.701 3.241 4.088 -0.0068 0.0000 0.0098 0.06
H 4.927 -0.379 6.571 -0.0022 -0.0018 0.0003 0.11
H -0.989 2.111 9.255 -0.0059 0.0047 -0.0060 0.11
H -4.631 2.479 -3.414 -0.0113 -0.0159 0.0038 0.13
H 2.604 4.179 -0.065 -0.0049 -0.0122 -0.0801 0.04
H 0.499 -0.366 -4.177 0.0008 -0.0020 0.0010 0.11
H -3.966 5.239 1.074 -0.0021 0.0110 0.0055 0.06
H -2.324 2.550 4.997 -0.0078 0.0100 0.0053 0.09
H 4.170 2.670 2.768 -0.0302 0.0215 -0.0138 0.08
H -0.469 5.866 -3.705 0.0134 -0.0207 -0.0082 0.11
```
Positions in Å, forces in eV/Å.